85
Properties=species:S:1:pos:R:3:forces:R:3:lowdin_charge:R:1 method="wB97M-V/def2-TZVPD" multiplicity=5 orbital_gap_ev="3.91 / 6.42" total_energy_ha=-4947.76356 e_above_lowest_ev=2.752 charge=-1 s2=6.07
Rh 1.4014 -1.0103 -0.0194 0.5231 0.1985 0.0296 0.901
O 1.6254 -2.9703 0.5402 0.1767 -0.4277 -0.1065 -0.247
C 2.3736 -3.3393 1.5544 0.1523 -0.0836 0.4630 -0.374
C 3.0865 -4.5485 1.4780 -0.1433 0.0936 -0.0587 -0.049
C 3.8876 -4.9926 2.5140 -0.0108 0.0161 0.0751 -0.124
C 3.9954 -4.2394 3.6795 0.1091 -0.1225 0.1109 -0.135
C 3.3022 -3.0511 3.7883 -0.1031 0.1206 -0.1061 -0.071
C 2.4846 -2.5630 2.7555 0.1520 -0.2410 -0.4795 -0.164
C 1.8142 -1.3120 2.9368 -0.2626 0.1269 0.2803 -0.112
N 1.1037 -0.6853 2.0194 -0.2325 0.5225 0.7776 -0.169
N 0.5091 0.4369 2.4184 0.2338 -0.0548 0.4833 0.052
C -0.0145 1.2626 1.5381 -0.3981 -0.1759 -0.1023 -0.344
O 0.1792 0.9572 0.1715 -0.0229 0.2009 0.1141 -0.310
C -0.5981 2.4997 1.9679 0.1740 -0.0194 -0.1750 -0.189
C -0.9379 3.5547 1.0926 -0.0300 -0.0465 -0.0829 -0.059
C -1.5096 4.7174 1.5740 -0.0227 0.0126 0.0666 -0.119
C -1.7489 4.8939 2.9337 -0.0411 0.1249 0.0013 -0.136
C -1.3906 3.8733 3.8144 -0.0338 -0.0070 -0.0383 -0.121
C -0.8294 2.7034 3.3509 -0.0835 -0.0666 -0.0299 -0.060
H 2.9884 -5.1213 0.5628 0.0060 0.0103 -0.0085 0.104
H 4.4299 -5.9260 2.4176 0.0037 0.0061 -0.0155 0.087
H 4.6220 -4.5805 4.4948 -0.0009 0.0157 -0.0059 0.084
H 3.3927 -2.4524 4.6888 -0.0084 -0.0132 0.0119 0.100
H 1.8976 -0.8200 3.9046 -0.0852 -0.0563 0.0154 0.111
H -0.7640 3.4498 0.0317 0.0205 -0.0884 -0.0349 0.084
H -1.7722 5.5052 0.8760 0.0145 -0.0039 -0.0018 0.089
H -2.1928 5.8120 3.2995 -0.0056 -0.0241 0.0046 0.080
H -1.5603 3.9983 4.8784 0.0205 -0.0147 -0.0003 0.090
H -0.5571 1.9064 4.0285 0.0101 0.0348 0.0376 0.095
N 2.2610 2.7083 -4.4901 0.0048 0.0466 -0.0236 0.146
C 2.0089 1.8557 -3.4542 -0.0677 0.2286 0.7105 -0.505
N 1.9032 2.3697 -2.2258 -0.3375 -0.0042 -0.5439 0.173
N 1.8980 0.5857 -3.7414 -0.0473 -0.1810 -0.6549 0.127
C 1.6668 -0.3307 -2.8520 -0.0463 -0.1237 0.2304 -0.321
N 1.4446 -1.2130 -2.1237 0.2734 0.1902 -1.3547 0.047
H 1.9766 3.6657 -4.3766 0.0174 -0.0013 -0.0083 0.095
H 2.0999 2.3069 -5.3979 0.0395 -0.0096 -0.0218 0.098
H 2.2048 3.3048 -2.0181 0.0370 -0.0055 -0.0284 0.113
H 1.8305 1.7289 -1.4418 0.0992 0.0836 0.0620 -0.037
N -0.8538 1.1753 -0.7990 -0.0220 -0.0151 -0.1961 -0.172
P -2.2575 0.4103 -0.6671 0.0646 0.0925 0.8379 0.943
C -2.2367 -1.3327 -0.1696 -0.0844 -0.0424 -0.1984 -0.275
C -3.2377 -1.9355 0.5950 0.1052 0.1368 -0.0402 -0.086
C -3.1703 -3.2907 0.8706 -0.0322 -0.0914 0.0718 -0.080
C -2.1192 -4.0570 0.3829 -0.0157 0.1163 -0.0480 -0.066
C -1.1351 -3.4669 -0.3961 -0.0251 -0.2639 -0.0751 -0.068
C -1.1962 -2.1128 -0.6764 -0.3090 0.1482 0.0294 -0.111
C -3.5444 1.1625 0.3866 0.0915 -0.0470 -0.2215 -0.274
C -4.5141 1.9809 -0.1855 0.0898 -0.0981 -0.0395 -0.075
C -5.4365 2.6355 0.6157 -0.0769 0.1111 0.0080 -0.088
C -5.3871 2.4864 1.9927 0.0212 -0.0195 0.0003 -0.085
C -4.4214 1.6710 2.5689 0.0043 0.0532 0.0656 -0.069
C -3.5009 1.0140 1.7723 0.0745 -0.0098 -0.0482 -0.097
C -2.8434 0.5082 -2.3650 0.1144 -0.2256 -0.3948 -0.285
C -3.6563 -0.4981 -2.8854 0.0670 0.2060 0.2842 -0.069
C -3.9609 -0.5177 -4.2357 -0.0940 -0.0404 -0.2113 -0.085
C -3.4568 0.4603 -5.0812 0.0377 0.0037 0.1592 -0.089
C -2.6469 1.4652 -4.5642 -0.0916 0.0319 -0.1907 -0.084
C -2.3334 1.4901 -3.2180 -0.1073 -0.0161 0.2273 -0.080
H -4.0617 -1.3471 0.9725 -0.0338 -0.0170 0.0198 0.096
H -3.9423 -3.7527 1.4737 -0.0014 0.0066 -0.0019 0.100
H -2.0735 -5.1146 0.6086 0.0270 -0.0027 0.0004 0.103
H -0.3195 -4.0596 -0.7883 0.0468 0.0905 0.0825 0.108
H -0.4549 -1.6544 -1.3194 -0.1490 -0.1028 -0.0861 0.044
H -4.5376 2.0993 -1.2625 -0.0754 0.0492 0.0317 0.098
H -6.1891 3.2719 0.1665 0.0174 -0.0016 -0.0086 0.098
H -6.0933 3.0148 2.6206 -0.0155 -0.0169 0.0014 0.099
H -4.3723 1.5615 3.6441 0.0174 0.0151 0.0102 0.107
H -2.7344 0.3945 2.2221 0.0332 0.0318 0.0470 0.114
H -4.0331 -1.2693 -2.2241 0.0035 -0.0550 -0.0607 0.108
H -4.5778 -1.3124 -4.6363 -0.0144 0.0072 0.0158 0.101
H -3.6840 0.4347 -6.1391 -0.0080 -0.0009 -0.0066 0.098
H -2.2514 2.2282 -5.2238 0.0139 -0.0066 0.0221 0.099
H -1.6831 2.2479 -2.8036 0.0576 -0.0141 -0.0377 0.095
Se 3.4463 0.6542 0.0255 0.1926 -0.1495 0.4925 0.702
C 4.9497 -0.3766 -0.4898 -0.0827 -0.0569 -0.1074 -0.655
C 4.8850 -1.7678 -0.5728 0.0893 0.0827 -0.0486 -0.116
C 6.0241 -2.4769 -0.9108 0.0455 0.0444 -0.0216 -0.163
N 7.2017 -1.9133 -1.1844 0.0961 -0.0933 -0.0367 0.023
C 7.2530 -0.5846 -1.1137 0.0379 0.0237 0.0031 -0.190
C 6.1803 0.2199 -0.7721 -0.0618 -0.0774 0.0022 -0.143
H 3.9549 -2.2794 -0.3751 -0.0422 -0.1144 0.0477 0.064
H 5.9999 -3.5612 -0.9635 -0.0770 0.0133 0.0127 0.098
H 8.2184 -0.1412 -1.3446 -0.0348 0.0483 0.0228 0.090
H 6.2908 1.2954 -0.7207 0.0212 0.0045 -0.0083 0.083

90
Properties=species:S:1:pos:R:3:forces:R:3:lowdin_charge:R:1 method="wB97M-V/def2-TZVPD" multiplicity=3 orbital_gap_ev="5.93 / 6.86" total_energy_ha=-12915.50389 e_above_lowest_ev=0.468 charge=+1 s2=2.02
W 0.2150 0.2279 -0.2613 -1.0173 0.2821 -0.1602 1.578
C 1.9940 2.6979 2.6305 -0.0900 0.0501 0.0156 -0.045
C 2.9694 1.7669 1.9223 0.1620 -0.0492 0.1099 -0.361
C 3.3409 2.1983 0.5069 -0.0014 0.0320 -0.0764 -0.047
C 2.5617 0.2930 2.0190 -0.0936 -0.1286 -0.1575 -0.234
C 2.7475 -0.2779 3.4230 -0.0649 -0.0245 0.0904 -0.041
O 1.4027 -0.5095 3.9015 0.1030 -0.0792 0.0250 0.038
C 0.5974 -0.4518 2.8490 -0.2809 -0.0684 0.0824 -0.304
N 1.1084 -0.0166 1.7534 0.0624 0.2476 -0.2084 0.026
C -0.7548 -0.9875 3.1603 0.1701 0.0222 -0.1056 -0.121
C -1.1990 -0.7881 4.4650 -0.1213 -0.0299 0.0529 0.004
C -2.3469 -1.4131 4.9208 0.0177 0.0047 -0.0177 -0.036
C -3.0291 -2.2883 4.0904 0.0161 0.0119 -0.0156 -0.039
C -2.5929 -2.4871 2.7898 -0.0068 0.0274 0.1176 -0.082
C -1.4749 -1.8215 2.2937 -0.0412 0.0274 0.0201 -0.273
P -1.0019 -2.0467 0.5464 0.2380 0.1315 -0.0865 1.071
C -2.5875 -2.3052 -0.3102 -0.0315 -0.1043 -0.0800 -0.364
C -2.5989 -3.0702 -1.4793 -0.0230 -0.0358 0.0680 -0.117
C -3.7582 -3.2028 -2.2266 0.0123 -0.0006 0.0087 -0.068
C -4.9263 -2.5730 -1.8173 -0.0178 -0.0109 -0.0342 -0.067
C -4.9289 -1.8200 -0.6540 -0.0067 0.0259 0.0131 -0.060
C -3.7695 -1.6866 0.0973 0.0158 0.0627 -0.0576 -0.114
C -0.1282 -3.6286 0.4501 -0.0312 -0.0356 0.1505 -0.350
C 1.2512 -3.6211 0.2657 0.0599 -0.0789 -0.0586 -0.083
C 1.9546 -4.8196 0.2539 0.0083 -0.0163 0.0081 -0.063
C 1.2872 -6.0203 0.4308 -0.0150 -0.0071 0.0039 -0.061
C -0.0905 -6.0305 0.6245 0.0029 0.0073 -0.0011 -0.063
C -0.7964 -4.8408 0.6372 -0.0152 -0.0125 0.0079 -0.086
H 2.3905 3.7137 2.6457 -0.0040 0.0010 -0.0009 0.091
H 1.8313 2.3989 3.6697 0.0211 -0.0264 0.0180 0.082
H 1.0288 2.7272 2.1237 0.0933 -0.0118 0.0748 0.050
H 3.9095 1.7836 2.4900 -0.0142 0.0586 -0.0167 0.141
H 2.5081 2.1340 -0.1915 0.0274 0.0335 0.0434 0.041
H 4.1619 1.5873 0.1243 -0.0064 -0.0196 -0.0003 0.085
H 3.6767 3.2371 0.5137 0.0021 -0.0095 0.0063 0.088
H 3.1309 -0.2814 1.2921 0.0400 0.0079 0.0270 0.101
H 3.2367 0.4030 4.1143 -0.0014 0.0233 -0.0118 0.136
H 3.2497 -1.2449 3.4298 0.0570 0.0372 0.0062 0.139
H -0.6356 -0.1511 5.1319 0.0256 -0.0062 -0.0348 0.129
H -2.6864 -1.2368 5.9323 -0.0136 -0.0087 -0.0054 0.117
H -3.9037 -2.8146 4.4489 0.0014 0.0058 0.0054 0.117
H -3.1471 -3.1572 2.1475 0.0177 -0.0265 0.0127 0.106
H -1.7009 -3.5847 -1.7940 0.0117 -0.0245 0.0448 0.096
H -3.7512 -3.8105 -3.1224 -0.0158 -0.0087 0.0032 0.110
H -5.8344 -2.6812 -2.3960 0.0063 -0.0031 0.0020 0.111
H -5.8365 -1.3335 -0.3216 0.0053 -0.0004 -0.0020 0.116
H -3.7949 -1.0942 1.0020 0.0069 0.0332 -0.0223 0.107
H 1.7848 -2.6932 0.1136 -0.0252 0.0629 -0.0011 0.061
H 3.0258 -4.8051 0.0994 -0.0053 -0.0039 -0.0001 0.101
H 1.8355 -6.9532 0.4192 0.0021 0.0058 -0.0006 0.112
H -0.6138 -6.9667 0.7678 0.0112 -0.0019 -0.0034 0.111
H -1.8688 -4.8599 0.7895 -0.0100 0.0170 -0.0144 0.108
N -0.3968 -1.5105 -3.0100 0.1024 0.0228 0.0084 0.084
N -1.2352 -0.5634 -3.5966 0.0673 0.0421 -0.0007 0.027
C -1.9151 0.3101 -2.8469 -0.0344 0.1423 0.0575 -0.351
N -2.8324 1.0462 -3.4493 -0.0619 0.0698 -0.0566 0.252
N -1.6087 0.4050 -1.5382 -0.0390 -0.3591 -0.0382 0.015
N -2.4698 0.9071 -0.6401 0.2090 -0.1604 0.1126 -0.416
O -3.5419 1.3872 -0.8687 -0.4187 0.1928 -0.2558 0.127
O -1.9870 0.7964 0.5028 0.3106 -0.2011 0.3139 -0.076
H 0.5737 -1.2727 -3.1891 0.0352 -0.0133 -0.0325 0.086
H -0.6149 -2.4135 -3.4090 0.0242 -0.0453 -0.0252 0.102
H -1.0822 -0.3008 -4.5622 -0.0049 -0.0478 -0.0243 0.149
H -3.1150 0.8259 -4.3899 0.0045 0.0221 0.0090 0.140
H -3.3414 1.7450 -2.9363 -0.0315 0.0436 0.0729 0.118
Br 4.5292 0.8681 -5.7919 0.0166 0.0002 -0.0220 0.753
C 3.7894 0.3895 -4.1322 0.0166 0.0014 -0.0152 -0.749
C 4.5132 -0.3879 -3.2277 -0.0066 -0.0018 0.0222 -0.750
Br 6.2596 -0.9527 -3.6268 0.0315 -0.0101 -0.0148 0.753
C 3.9343 -0.7617 -2.0091 -0.1213 -0.0610 -0.0731 -0.636
Br 4.8026 -1.8487 -0.7411 0.0246 0.0006 0.0211 0.811
C 2.6522 -0.3434 -1.7112 0.0562 0.0492 0.0793 -0.399
O 1.9773 -0.6487 -0.5963 0.1387 -0.0752 -0.0954 -0.322
C 1.9521 0.4946 -2.5799 0.0186 -0.0515 -0.0626 -0.430
O 0.7553 0.8644 -2.1504 0.3206 -0.0221 0.0431 -0.282
C 2.4996 0.8237 -3.8103 -0.0495 -0.0262 0.0844 -0.641
Br 1.4179 1.8333 -4.9782 0.0011 0.0022 -0.0105 0.789
C 0.0955 2.2734 -0.0886 0.2869 0.1076 0.0949 -0.164
C -0.0235 3.4836 -0.0946 -0.1425 -0.0554 -0.0875 -0.071
C -0.1433 4.9091 -0.1042 -0.0225 0.0349 0.0517 -0.249
C -1.3674 5.5187 0.1837 0.0179 0.0064 0.0247 -0.037
C -1.4772 6.8989 0.1724 -0.0121 -0.0163 0.0012 -0.079
C -0.3701 7.6845 -0.1192 -0.0180 0.0235 0.0023 -0.081
C 0.8492 7.0856 -0.4033 0.0237 0.0057 -0.0009 -0.076
C 0.9652 5.7058 -0.3989 0.0092 -0.0100 -0.0341 -0.032
H -2.2236 4.9001 0.4207 0.0024 0.0037 -0.0028 0.112
H -2.4291 7.3629 0.3956 0.0084 0.0072 -0.0002 0.105
H -0.4587 8.7629 -0.1247 0.0042 -0.0042 -0.0009 0.105
H 1.7129 7.6961 -0.6321 -0.0048 -0.0010 -0.0003 0.107
H 1.9107 5.2323 -0.6308 -0.0065 -0.0023 0.0096 0.112